[1]
Here is a molecular structure, C38H38CdN6O5 in a non-equilibrium geometry from the Open Molecules 2025 dataset. Energies are from the ωB97M-V functional and the def2-TZVPD basis.

Gap between HOMO and LUMO = 0.1994 Ha
Total energy = -2343.29404 hartree
Energy relative to the best compared isomer or geometry (same formula, charge and spin) = 0.0 kJ/mol
LUMO = -0.8 eV

Cartesian coordinates (Å):
Cd 0.10167 -0.06255 -0.47161
O -1.09404 0.84485 1.63202
O 0.60553 -1.39794 -2.14791
O -1.40467 1.29811 -1.42530
O 0.67788 -1.45994 1.20959
O -2.05364 3.69162 -0.90434
N -1.68477 -1.16118 -0.81025
N -0.64642 -3.71684 4.10995
N -2.77313 -0.37673 -0.65778
N 2.57566 -0.60786 -0.63402
N 1.04200 2.00001 -0.05167
N -3.24495 0.10119 3.71909
C -3.61638 1.86542 -0.77561
C -0.63978 -3.25058 -1.29051
C 2.65816 -2.65492 0.63586
C -2.93865 1.39021 3.87951
C 2.22481 1.29666 -2.13395
C -1.81921 3.46497 4.05969
C -4.93992 1.46473 -0.62440
C 1.42649 -2.43776 1.36701
C -0.13412 2.99573 1.88174
C -1.76941 -2.43820 -0.93050
C 1.43234 -4.89382 -2.20249
C 3.20394 -4.58814 2.04972
C -4.34409 4.16878 -0.62913
C -2.09741 -1.78638 4.74594
C -2.37924 -1.01361 3.43767
C -1.03018 1.90905 2.25959
C -3.31386 3.24165 -0.77062
C 3.47014 -3.71135 0.97530
C -0.95245 4.44599 3.67652
C 0.50896 -2.64699 -1.91880
C 3.06809 -1.75899 -0.42172
C 1.12026 -3.41833 2.42191
C -5.65079 3.74972 -0.49454
C -1.95482 -3.30699 4.56644
C 1.53698 -3.53477 -2.34463
C 3.17154 0.19380 -1.67123
C 0.78237 2.93529 0.77160
C -5.95093 2.39535 -0.48794
C 0.31195 -5.46345 -1.60185
C 1.99816 2.37150 -1.07873
C -1.90701 2.19788 3.41141
C -0.83329 5.75101 4.40226
C -0.70057 -4.64047 -1.15740
C -0.11058 -3.20885 3.00377
C 4.20658 -5.65439 2.36864
C -2.52154 0.88612 -0.95878
C -0.13160 4.19031 2.56889
C 2.05246 -4.43198 2.76541
H 1.32616 3.88847 0.64704
H 1.63947 3.28384 -1.57505
H 1.82228 -5.10445 3.58333
H 4.30995 -6.34482 1.53223
H -6.97485 2.06937 -0.38711
H -1.20402 -1.38789 5.22997
H 0.53203 4.97881 2.23753
H 3.91162 -6.21404 3.25198
H 2.65609 1.77600 -3.01543
H -5.15320 0.40618 -0.64202
H -1.57118 5.82123 5.19570
H -1.52112 2.87880 -1.14550
H 0.16262 5.84125 4.83461
H -0.97418 6.58885 3.72247
H -2.71305 -3.64729 3.85076
H 5.18032 -5.20376 2.55550
H -3.67165 1.91058 4.49375
H -2.89047 -1.66088 2.71920
H 1.26847 0.84769 -2.41763
H -2.74290 -2.93933 -0.85241
H -4.16565 -0.16728 4.03676
H 4.08897 0.65109 -1.26796
H -6.44221 4.48002 -0.40691
H 3.46831 -0.41916 -2.53550
H -1.47825 -0.61801 2.96986
H -2.45753 3.63912 4.91659
H -1.57488 -5.08154 -0.69259
H 2.40312 -3.10200 -2.82705
H 4.38573 -3.86536 0.41847
H 0.23607 -6.53849 -1.50481
H -4.09480 5.21768 -0.64605
H -0.09377 -4.31412 4.70666
H 3.90818 -2.12832 -1.03372
H -0.72884 -2.49988 2.47160
H -2.14404 -3.79993 5.52152
H 2.22056 -5.53428 -2.57413
H 2.95322 2.61848 -0.59197
H -2.93756 -1.62117 5.42781

Atoms 1-3, force components in eV/Å:
Cd 1.40 0.60 0.60
O 0.09 0.08 0.07
O 0.34 0.14 -0.69

Atomic partial charges in e from the Mulliken method, atoms 1 to 8:
1 Cd 4.628
2 O -1.069
3 O -0.926
4 O -1.147
5 O -0.906
6 O -0.723
7 N 0.333
8 N -0.030

=====

[2]
Here is a molecular structure, C38H38Cl4N2O2SSb2Sn from the Open Molecules 2025 dataset. Energies are from the ωB97M-V functional and the def2-TZVPD basis.

Gap between HOMO and LUMO = 0.2800 Ha
Total energy = -4664.53508 hartree
Energy relative to the best compared isomer or geometry (same formula, charge and spin) = 24.0 kJ/mol
LUMO = 0.0 eV

Cartesian coordinates (Å):
Sb -1.22731 -1.53174 -0.83861
Sb 2.08737 -0.89771 0.31087
Sn -0.03121 2.32318 0.22840
Cl -3.33157 6.03276 0.26224
Cl -6.22647 5.04363 1.02087
Cl -6.71112 1.99891 1.57934
Cl -4.31339 -0.00811 1.40915
S 0.19569 2.43785 2.96256
O -1.35634 3.86248 0.13273
O -1.74090 1.27852 0.65328
N 2.39030 3.97354 2.95912
N 0.38355 5.06864 2.65737
C 4.43672 -2.43805 1.60867
C 3.20103 2.76589 2.84441
C 3.07595 5.11832 3.54677
C 5.24598 -4.63680 1.07045
C 3.26118 -0.58523 -4.49808
C -3.16375 0.46439 -2.10950
C 4.32453 -4.70923 0.03371
C -1.94394 -5.79269 -1.80552
C -1.70677 -2.22261 1.10297
C 2.34109 -0.92983 -1.85606
C -4.06303 -1.75345 -2.12140
C -4.92542 3.91675 0.91794
C -1.15922 -3.50247 -1.68814
C -2.01315 -4.51863 -1.25898
C -5.35309 0.06898 -3.01595
C 1.46240 -0.66187 -2.89779
C -0.22264 -3.80475 -2.67550
C -3.64779 4.36352 0.58018
C -2.58929 3.47288 0.48611
C 0.94879 6.17385 1.89030
C -4.31873 0.94203 -2.71301
C 3.70585 -0.97563 -2.16685
C 1.91193 -0.49950 -4.20526
C -1.01064 -6.07516 -2.79299
C 0.72781 -1.89533 1.75269
C -4.07216 1.66802 1.09075
C 3.46670 -3.64714 -0.21397
C -5.13772 2.56773 1.16788
C 1.04827 3.92200 2.86464
C -0.14913 -5.07912 -3.22563
C 3.51084 -2.49569 0.57116
C -2.79647 2.10282 0.75546
C -1.05906 5.16113 2.87951
C 4.16037 -0.81375 -3.46619
C 5.30167 -3.49771 1.85877
C -3.02730 -0.88387 -1.78692
C -0.41523 -2.89047 1.58815
C -5.21938 -1.28174 -2.72783
H 0.58701 -5.28955 -3.99169
H 3.68661 5.65413 2.81809
H 2.80002 2.09988 2.08648
H 6.01925 -3.42939 2.66696
H 5.22213 -0.86998 -3.67162
H 0.36494 -1.01654 2.29461
H -1.60438 4.88084 1.97710
H -2.61820 -6.56599 -1.45874
H 2.76002 -3.72335 -1.03324
H -0.95310 -7.06815 -3.22033
H 3.61262 -0.46420 -5.51470
H 1.54304 -2.33057 2.33603
H 4.49718 -1.55526 2.23730
H 1.87717 5.86542 1.41664
H -6.25833 0.43879 -3.48034
H 0.23349 6.43653 1.11015
H 4.20710 3.06806 2.55418
H 4.27090 -5.59718 -0.58407
H 2.35339 5.80218 3.98213
H -1.95092 -1.35044 1.70874
H -2.55717 -2.90282 1.11705
H -1.34880 4.51480 3.70138
H 0.40559 -0.54852 -2.71610
H 1.19393 -0.29977 -4.99116
H -3.97765 -2.81188 -1.90753
H 5.91657 -5.46463 1.26212
H 3.72615 4.75202 4.34242
H -0.11994 -3.70701 0.92151
H -2.74596 -4.32735 -0.48369
H -6.01937 -1.96958 -2.97196
H 3.24648 2.22858 3.79470
H 1.13293 7.05454 2.50883
H -0.60499 -3.35645 2.56130
H -2.36488 1.15979 -1.87716
H -4.41071 1.99689 -2.94101
H 0.46763 -3.04592 -3.02371
H 4.43985 -1.15336 -1.38885
H -1.28540 6.19580 3.13587

Atoms 1-3, force components in eV/Å:
Sb -0.07 0.33 -0.47
Sb 0.33 0.12 0.36
Sn 0.53 -0.31 -0.02

Atomic partial charges in e from the Mulliken method, atoms 1 to 8:
1 Sb 0.001
2 Sb 0.517
3 Sn 0.649
4 Cl -0.184
5 Cl -0.211
6 Cl -0.212
7 Cl -0.177
8 S -0.214

=====

- The lowest energy relative to the best compared isomer or geometry (same formula, charge and spin) belongs to which entry?
  C38H38CdN6O5

=====

- Which value of gap between HOMO and LUMO does entry 2 give?
  0.2800 Ha